Here is C53H55BrFN4O3P2ScSi as an isolated structure from OMol25. Energies are from wB97M-V/def2-TZVPD.

Atoms and positions in Å:
Sc: -0.87 0.32 0.18
O: -3.64 -2.74 -0.31
C: -3.41 -3.26 -1.55
C: -4.40 -4.04 -2.14
C: -4.20 -4.58 -3.40
C: -3.02 -4.34 -4.09
C: -2.04 -3.57 -3.50
C: -2.21 -3.03 -2.23
C: -1.10 -2.21 -1.60
O: -1.61 -1.13 -0.87
N: -0.26 -3.08 -0.80
N: 0.71 -2.32 -0.06
C: 2.00 -2.46 -0.73
C: 2.95 -1.30 -0.48
Br: 2.17 0.40 0.01
C: 4.27 -1.24 -0.64
C: 5.15 -2.34 -1.12
C: 5.96 -3.04 -0.23
C: 6.78 -4.05 -0.69
C: 6.82 -4.37 -2.04
C: 6.03 -3.66 -2.94
C: 5.20 -2.65 -2.48
H: -3.00 -2.00 -0.21
H: -5.32 -4.20 -1.59
H: -4.98 -5.18 -3.85
H: -2.87 -4.75 -5.08
H: -1.11 -3.37 -4.03
H: -0.46 -1.82 -2.40
H: -0.83 -3.64 -0.17
H: 1.77 -2.41 -1.80
H: 4.77 -0.30 -0.44
H: 5.93 -2.79 0.82
H: 7.40 -4.60 0.01
H: 7.46 -5.17 -2.40
H: 6.05 -3.90 -3.99
H: 4.58 -2.09 -3.17
C: -0.52 -3.84 2.16
Si: 0.43 -2.28 1.69
C: 2.61 -3.84 -0.45
C: 2.06 -2.31 2.64
N: -0.41 -0.82 1.95
C: -0.74 -0.32 3.19
C: -1.10 -1.06 4.33
C: -1.43 -0.43 5.52
C: -1.42 0.95 5.64
C: -1.07 1.72 4.53
C: -0.75 1.07 3.37
F: -0.39 1.80 2.27
H: -0.11 -4.73 1.67
H: -1.59 -3.78 1.92
H: -0.44 -4.02 3.24
H: 3.36 -4.13 -1.18
H: 3.06 -3.88 0.54
H: 1.79 -4.55 -0.50
H: 2.47 -3.32 2.72
H: 1.86 -1.95 3.65
H: 2.82 -1.65 2.21
H: -1.14 -2.14 4.27
H: -1.70 -1.04 6.38
H: -1.68 1.43 6.57
H: -1.04 2.80 4.56
N: -1.00 4.60 -0.18
C: -1.27 3.30 -0.01
O: -0.41 2.45 -0.31
C: -2.60 2.90 0.57
C: -2.82 1.40 0.51
H: -0.06 4.87 -0.43
H: -1.65 5.30 0.12
H: -3.37 3.50 0.06
H: -2.59 3.27 1.60
H: -3.46 1.13 -0.33
H: -3.34 1.06 1.42
C: 0.76 2.48 -3.22
P: -0.27 0.97 -2.87
C: 0.18 -0.16 -4.24
C: -0.62 -0.44 -5.34
C: -0.18 -1.33 -6.31
C: 1.06 -1.93 -6.20
C: 1.87 -1.65 -5.11
C: 1.43 -0.77 -4.14
C: -2.00 1.45 -3.18
C: -2.44 2.77 -3.10
C: -3.79 3.07 -3.16
C: -4.73 2.05 -3.30
C: -4.30 0.73 -3.38
C: -2.95 0.44 -3.31
P: 1.19 2.85 -4.98
C: -0.36 3.69 -5.51
C: -0.75 4.93 -5.02
C: -1.95 5.50 -5.40
C: -2.79 4.83 -6.29
C: -2.40 3.59 -6.79
C: -1.19 3.03 -6.41
C: 2.27 4.31 -4.78
C: 2.56 4.95 -3.57
C: 3.40 6.05 -3.53
C: 3.96 6.54 -4.70
C: 3.69 5.92 -5.91
C: 2.86 4.81 -5.94
H: 1.69 2.31 -2.67
H: 0.27 3.32 -2.72
H: -1.59 0.02 -5.44
H: -0.82 -1.55 -7.16
H: 1.40 -2.63 -6.96
H: 2.85 -2.11 -5.02
H: 2.06 -0.55 -3.28
H: -1.74 3.59 -3.00
H: -4.12 4.10 -3.10
H: -5.78 2.28 -3.34
H: -5.01 -0.07 -3.47
H: -2.64 -0.60 -3.35
H: -0.10 5.47 -4.33
H: -2.24 6.47 -5.02
H: -3.73 5.27 -6.58
H: -3.05 3.07 -7.49
H: -0.89 2.07 -6.81
H: 2.14 4.57 -2.65
H: 3.62 6.52 -2.58
H: 4.62 7.41 -4.67
H: 4.13 6.30 -6.82
H: 2.67 4.32 -6.89

Computed properties:
DFT total energy ... -6904.3849 hartree
Frontier orbital gap ... 7.44 eV

These are the Mulliken partial charges, in e, on atoms 1 to 5: -0.3356 -0.7927 0.5889 -0.7916 -0.4150

Here is an isolated molecule of C4H11NOS in a non-equilibrium geometry from OMol25. Energies are from wB97M-V/def2-TZVPD.

Atoms and positions in Å:
N: 0.13 1.49 0.50
C: 0.48 0.23 -0.15
C: 1.91 -0.20 0.25
O: 2.88 0.62 -0.34
C: -0.49 -0.95 0.18
C: -1.96 -0.60 0.12
S: -2.49 0.44 -1.36
H: -0.24 1.31 1.43
H: -0.68 1.84 0.00
H: 0.60 0.33 -1.23
H: 1.94 -1.22 -0.17
H: 2.06 -0.29 1.33
H: 2.48 1.48 -0.55
H: -0.20 -1.83 -0.40
H: -0.22 -1.10 1.23
H: -2.17 -0.02 1.01
H: -2.61 -1.46 0.10
H: -1.41 -0.07 -1.97

Computed properties:
DFT total energy ... -687.1608 hartree
Frontier orbital gap ... 10.11 eV
SMILES string ... N[C@@H](CO)CCS

These are the natural (NBO) partial charges, in e, on atoms 1 to 5: -0.8414 -0.0724 -0.0505 -0.7182 -0.4441

Here is C34H32Cl4F3NO7SSbW as an isolated structure in a non-equilibrium geometry from OMol25. Energies are from wB97M-V/def2-TZVPD.

Atoms and positions in Å:
W: 10.93 8.92 13.33
Cl: 5.59 4.78 14.87
C: 7.11 5.68 14.88
C: 7.95 5.50 15.96
Cl: 7.41 4.66 17.34
C: 9.26 6.03 15.93
Cl: 10.25 5.75 17.32
C: 9.50 6.94 14.89
O: 10.66 7.64 14.87
C: 8.66 7.14 13.78
O: 9.19 7.97 12.85
C: 7.43 6.48 13.84
Cl: 6.45 6.47 12.38
F: 11.78 12.96 16.81
C: 10.52 13.31 16.51
F: 10.58 14.53 15.96
F: 9.93 13.51 17.73
C: 9.79 12.31 15.65
C: 8.46 12.54 15.53
C: 7.56 11.67 14.91
C: 8.29 10.67 14.20
N: 9.58 10.54 14.09
C: 10.43 11.34 14.85
S: 12.04 10.89 14.60
H: 7.99 13.35 16.14
H: 6.48 11.76 14.90
H: 7.70 9.90 13.71
O: 9.62 11.93 10.35
C: 10.15 10.95 9.50
C: 10.60 9.81 10.44
O: 10.96 8.70 10.06
O: 10.72 10.20 11.68
C: 11.43 11.49 8.90
C: 11.74 12.86 9.02
C: 12.98 13.39 8.53
C: 13.86 12.50 7.90
C: 13.48 11.16 7.70
C: 12.32 10.65 8.19
C: 9.06 10.70 8.47
C: 8.76 9.47 7.92
C: 7.77 9.30 6.93
C: 7.00 10.38 6.51
C: 7.26 11.63 7.02
C: 8.34 11.80 7.90
H: 9.94 11.79 11.26
H: 10.96 13.47 9.44
H: 13.32 14.42 8.67
H: 14.76 13.00 7.44
H: 14.12 10.53 7.12
H: 12.00 9.57 8.07
H: 9.26 8.53 8.18
H: 7.65 8.32 6.49
H: 6.25 10.11 5.81
H: 6.83 12.60 6.76
H: 8.51 12.91 8.18
C: 11.82 9.23 22.16
C: 12.49 9.96 21.03
Sb: 11.77 9.16 19.14
C: 13.54 9.68 17.95
C: 13.71 8.66 16.82
C: 12.40 7.11 19.60
C: 13.80 6.94 20.28
H: 11.66 9.82 22.99
H: 12.27 8.31 22.50
H: 10.82 8.92 21.78
H: 13.60 9.90 21.07
H: 12.25 11.01 21.25
H: 14.47 9.60 18.56
H: 13.53 10.72 17.64
H: 14.37 7.87 17.04
H: 14.23 9.20 16.08
H: 12.74 8.24 16.53
H: 12.52 6.51 18.70
H: 11.59 6.60 20.16
H: 14.60 7.45 19.71
H: 14.08 5.87 20.26
H: 13.69 7.42 21.28
C: 15.04 7.67 12.28
O: 14.03 8.37 13.10
C: 12.79 8.28 12.84
O: 12.16 7.43 12.20
H: 15.80 8.45 12.32
H: 14.60 7.45 11.25
H: 15.22 6.70 12.75

Computed properties:
DFT total energy ... -4742.2302 hartree
Total charge ... -1
⟨S²⟩ ... 2.01
Spin multiplicity ... 3
Frontier orbital gap (spin up / spin down) ... 6.96 / 7.85 eV

These are the Mulliken partial charges, in e, on atoms 1 to 5: 1.3198 -0.2277 0.3066 0.3373 -0.2138